A cluster of 13 separate species, C38H105N3O26 in total. Source: the Open Molecules 2025 dataset; level of theory: the ωB97M-V functional and the def2-TZVPD basis.

Each atom is followed by the atoms it is bonded to, with distances in Å.
Geometry (Å):
1 C 3.26910 -2.19985 2.87010  C2 1.515, O4 1.450, H5 1.089, H6 1.094
2 C 3.36568 -3.17351 4.02631  C1 1.515, O3 1.406, H7 1.089, H8 1.102
3 O 4.70401 -3.46264 4.34678  C2 1.406, H9 0.961
4 O 4.05344 -0.99513 3.05831  C1 1.450, H10 0.961
5 H 2.24362 -1.99483 2.56483  C1 1.089
6 H 3.70384 -2.62204 1.95917  C1 1.094
7 H 2.76728 -4.07529 3.90950  C2 1.089
8 H 2.82242 -2.65070 4.82953  C2 1.102
9 H 5.10008 -2.69552 4.76890  O3 0.961
10 H 4.97489 -1.25346 2.97045  O4 0.961
11 C 0.32735 -0.14083 -0.16324  C12 1.505, O14 1.425, H15 1.097, H16 1.101
12 C -0.68292 0.64257 0.63039  C11 1.505, O13 1.445, H17 1.094, H18 1.091
13 O 0.01182 1.74395 1.25653  C12 1.445, H19 0.974
14 O 1.07118 -1.03503 0.65972  C11 1.425, H20 0.972
15 H 0.90586 0.57619 -0.75807  C11 1.097
16 H -0.18441 -0.73969 -0.93236  C11 1.101
17 H -1.14095 0.00354 1.39104  C12 1.094
18 H -1.42283 1.06338 -0.05206  C12 1.091
19 H 0.73338 1.38380 1.80214  O13 0.974
20 H 1.57989 -1.57491 0.03140  O14 0.972
21 C 0.76720 -3.02976 -2.61483  C22 1.521, O24 1.425, H25 1.092, H26 1.094
22 C 1.16226 -3.83391 -3.84378  C21 1.521, O23 1.417, H27 1.096, H28 1.091
23 O 1.96436 -3.05897 -4.71794  C22 1.417, H29 0.980
24 O 1.87092 -2.69807 -1.77622  C21 1.425, H30 0.967
25 H 0.11521 -3.67643 -2.02416  C21 1.092
26 H 0.28991 -2.10661 -2.95665  C21 1.094
27 H 0.26604 -4.22745 -4.33738  C22 1.096
28 H 1.73314 -4.71461 -3.54490  C22 1.091
29 H 1.37919 -2.32463 -4.99770  O23 0.980
30 H 2.47620 -2.15400 -2.29889  O24 0.967
31 C -2.96999 -1.05091 -3.69633  C32 1.536, O34 1.431, H35 1.090, H36 1.088
32 C -3.22941 -1.18277 -2.18810  C31 1.536, O33 1.400, H37 1.099, H38 1.096
33 O -2.97455 -2.49958 -1.78539  C32 1.400, H39 0.965
34 O -2.71873 0.26792 -4.19161  C31 1.431, H40 0.960
35 H -3.78451 -1.49826 -4.26632  C31 1.090
36 H -2.07949 -1.62738 -3.93728  C31 1.088
37 H -4.26917 -0.85932 -2.04238  C32 1.099
38 H -2.66053 -0.46159 -1.58962  C32 1.096
39 H -3.26839 -2.62535 -0.87483  O33 0.965
40 H -3.48615 0.68501 -4.59055  O34 0.960
41 C -3.02435 0.47419 2.82733  C42 1.520, O44 1.417, H45 1.094, H46 1.099
42 C -3.73344 0.51897 1.48346  C41 1.520, O43 1.404, H47 1.100, H48 1.092
43 O -5.00383 -0.07892 1.44985  C42 1.404, H49 0.979
44 O -2.34537 -0.76222 2.95853  C41 1.417, H50 0.963
45 H -3.71013 0.66631 3.65829  C41 1.094
46 H -2.30292 1.30261 2.80155  C41 1.099
47 H -3.06257 0.02795 0.76382  C42 1.100
48 H -3.77247 1.52275 1.05407  C42 1.092
49 H -4.96494 -1.02642 1.69219  O43 0.979
50 H -1.91262 -0.70096 3.81695  O44 0.963
51 C 2.41840 1.32517 5.36254  C52 1.516, O54 1.438, H55 1.089, H56 1.096
52 C 1.46619 0.73322 4.34277  C51 1.516, O53 1.428, H57 1.092, H58 1.092
53 O 2.06339 0.81484 3.04850  C52 1.428, H59 0.975
54 O 1.86927 1.15347 6.67988  C51 1.438, H60 0.960
55 H 2.71209 2.35079 5.14423  C51 1.089
56 H 3.29835 0.67213 5.33297  C51 1.096
57 H 0.54539 1.31540 4.41271  C52 1.092
58 H 1.25108 -0.32380 4.51328  C52 1.092
59 H 2.80826 0.18609 3.03183  O53 0.975
60 H 2.42436 1.60941 7.31681  O54 0.960
61 C 2.14782 -6.70849 -0.18954  C62 1.516, O64 1.423, H65 1.100, H66 1.090
62 C 1.66396 -5.59386 0.71779  C61 1.516, O63 1.422, H67 1.091, H68 1.093
63 O 2.38878 -4.39877 0.45803  C62 1.422, H69 0.971
64 O 1.80076 -6.50998 -1.55542  C61 1.423, H70 0.959
65 H 1.54956 -7.58267 0.10516  C61 1.100
66 H 3.19677 -6.94951 -0.01700  C61 1.090
67 H 1.94907 -5.89668 1.72619  C62 1.091
68 H 0.58270 -5.47451 0.61237  C62 1.093
69 H 2.15088 -4.08270 -0.42828  O63 0.971
70 H 2.51247 -6.80230 -2.12806  O64 0.959
71 C 5.29464 1.49623 0.99657  C72 1.528, O74 1.430, H75 1.094, H76 1.090
72 C 4.06511 0.88720 0.32419  C71 1.528, O73 1.434, H77 1.094, H78 1.089
73 O 4.00281 1.33937 -1.03478  C72 1.434, H79 0.967
74 O 5.16284 2.89430 1.26846  C71 1.430, H80 0.961
75 H 6.12108 1.36090 0.29324  C71 1.094
76 H 5.55113 0.98862 1.92651  C71 1.090
77 H 3.17998 1.19532 0.88819  C72 1.094
78 H 4.08256 -0.20164 0.32475  C72 1.089
79 H 3.92997 2.29876 -0.93762  O73 0.967
80 H 5.57124 3.35915 0.53342  O74 0.961
81 C -2.75672 4.18754 1.56189  C82 1.486, O84 1.433, H85 1.097, H86 1.095
82 C -3.59363 5.01074 2.47347  C81 1.486, O83 1.427, H87 1.094, H88 1.091
83 O -2.89418 6.17913 2.89976  C82 1.427, H89 0.964
84 O -1.68369 3.60462 2.31239  C81 1.433, H90 0.983
85 H -2.31346 4.86545 0.82147  C81 1.097
86 H -3.30354 3.42128 1.00331  C81 1.095
87 H -3.93140 4.44715 3.34804  C82 1.094
88 H -4.46532 5.40051 1.94621  C82 1.091
89 H -2.15168 5.90761 3.45051  O83 0.964
90 H -1.19374 3.00187 1.70951  O84 0.983
91 C -1.21008 3.75434 -3.36747  C92 1.495, O94 1.417, H95 1.097, H96 1.097
92 C -1.14099 2.96275 -2.10101  C91 1.495, O93 1.441, H97 1.090, H98 1.094
93 O -2.27499 2.08650 -1.94804  C92 1.441, H99 0.972
94 O -2.27677 4.68262 -3.46531  C91 1.417, H100 0.960
95 H -1.34787 3.04009 -4.18835  C91 1.097
96 H -0.20057 4.16914 -3.47921  C91 1.097
97 H -1.08362 3.56876 -1.19643  C92 1.090
98 H -0.27410 2.29693 -2.13632  C92 1.094
99 H -2.23131 1.51435 -2.73201  O93 0.972
100 H -2.25887 5.07091 -4.34267  O94 0.960
101 C 2.41384 2.39307 -3.15652  O102 1.411, H110 1.090, H111 1.094, H112 1.097
102 O 1.42449 1.99885 -4.08232  C101 1.411, C103 1.409
103 C 1.11972 0.62435 -4.02311  O102 1.409, C104 1.525, H113 1.098, H114 1.096
104 C 0.38935 0.29765 -5.32084  C103 1.525, N105 1.438, H115 1.093, H116 1.098
105 N 0.06939 -1.09739 -5.46021  C104 1.438, C106 1.473, H117 1.011
106 C -0.37221 -1.40308 -6.83127  N105 1.473, C107 1.527, H118 1.088, H119 1.098
107 C -0.91401 -2.82453 -6.96060  C106 1.527, O108 1.429, H120 1.096, H121 1.093
108 O -2.01635 -3.07126 -6.08465  C107 1.429, C109 1.399
109 C -2.27930 -4.44213 -5.98673  O108 1.399, H122 1.094, H123 1.094, H124 1.095
110 H 2.47311 3.48026 -3.20166  C101 1.090
111 H 3.39562 1.94859 -3.34285  C101 1.094
112 H 2.15691 2.12105 -2.12547  C101 1.097
113 H 0.44972 0.44573 -3.17136  C103 1.098
114 H 1.96879 -0.06576 -3.96290  C103 1.096
115 H 0.95280 0.56705 -6.21773  C104 1.093
116 H -0.51460 0.91854 -5.38215  C104 1.098
117 H -0.66850 -1.35577 -4.81930  N105 1.011
118 H 0.43779 -1.30119 -7.55071  C106 1.088
119 H -1.23260 -0.75965 -7.05549  C106 1.098
120 H -0.17690 -3.53352 -6.56551  C107 1.096
121 H -1.14443 -3.04793 -8.00550  C107 1.093
122 H -3.01946 -4.55956 -5.18984  C109 1.094
123 H -1.42276 -5.04411 -5.66852  C109 1.094
124 H -2.77629 -4.79879 -6.89523  C109 1.095
125 C -0.13925 -5.67292 3.27310  O126 1.399, H134 1.089, H135 1.097, H136 1.096
126 O -0.94466 -5.09387 2.28700  C125 1.399, C127 1.408
127 C -0.69887 -3.72841 2.04860  O126 1.408, C128 1.537, H137 1.098, H138 1.097
128 C -1.56043 -3.23730 0.87411  C127 1.537, N129 1.471, H139 1.092, H140 1.091
129 N -2.94179 -2.83583 1.18096  C128 1.471, C130 1.465, H141 1.019
130 C -3.79503 -3.91975 1.67549  N129 1.465, C131 1.527, H142 1.092, H143 1.093
131 C -5.25618 -3.47759 1.62649  C130 1.527, O132 1.436, H144 1.096, H145 1.092
132 O -5.47826 -2.49172 2.64723  C131 1.436, C133 1.420
133 C -6.80522 -2.03354 2.86363  O132 1.420, H146 1.088, H147 1.090, H148 1.098
134 H -0.40933 -6.69966 3.51636  C125 1.089
135 H -0.23993 -5.11705 4.21387  C125 1.097
136 H 0.91821 -5.67959 2.98678  C125 1.096
137 H 0.33290 -3.50026 1.75106  C127 1.098
138 H -0.88615 -3.11320 2.93741  C127 1.097
139 H -1.53928 -3.97669 0.07133  C128 1.092
140 H -1.05875 -2.32258 0.55321  C128 1.091
141 H -2.76365 -2.24325 1.99101  N129 1.019
142 H -3.58808 -4.27800 2.68602  C130 1.092
143 H -3.76277 -4.77418 0.99393  C130 1.093
144 H -5.84632 -4.33904 1.96000  C131 1.096
145 H -5.62158 -3.15180 0.65026  C131 1.092
146 H -6.74336 -1.33552 3.69631  C133 1.088
147 H -7.62929 -2.74567 2.89570  C133 1.090
148 H -7.02273 -1.34177 2.03931  C133 1.098
149 C 1.33143 7.05853 -2.48668  O150 1.421, H158 1.094, H159 1.088, H160 1.094
150 O 1.58044 6.09525 -1.47197  C149 1.421, C151 1.423
151 C 0.38006 5.79617 -0.76817  O150 1.423, C152 1.532, H161 1.097, H162 1.092
152 C 0.63083 4.70894 0.28234  C151 1.532, N153 1.462, H163 1.094, H164 1.097
153 N 1.77334 5.11330 1.10047  C152 1.462, C154 1.465, H165 1.011
154 C 2.16943 4.04921 2.02598  N153 1.465, C155 1.521, H166 1.090, H167 1.098
155 C 3.05612 4.62679 3.11840  C154 1.521, O156 1.407, H168 1.095, H169 1.099
156 O 2.29201 5.27719 4.10447  C155 1.407, C157 1.410
157 C 2.96927 5.49584 5.32181  O156 1.410, H170 1.095, H171 1.088, H172 1.094
158 H 0.42265 6.74573 -3.00883  C149 1.094
159 H 2.20323 7.08093 -3.13703  C149 1.088
160 H 1.18643 8.05000 -2.04660  C149 1.094
161 H -0.31305 5.29302 -1.45439  C151 1.097
162 H -0.07695 6.68108 -0.32126  C151 1.092
163 H 0.87118 3.74993 -0.18599  C152 1.094
164 H -0.26646 4.47672 0.86985  C152 1.097
165 H 1.62688 6.02232 1.51689  N153 1.011
166 H 2.64802 3.29843 1.39791  C154 1.090
167 H 1.28073 3.56954 2.45572  C154 1.098
168 H 3.84083 5.29859 2.75641  C155 1.095
169 H 3.55231 3.74869 3.55523  C155 1.099
170 H 3.13001 4.57533 5.89218  C157 1.095
171 H 2.40232 6.16695 5.96277  C157 1.088
172 H 3.94665 5.94491 5.12180  C157 1.094

The value obtained for the gap between HOMO and LUMO is 8.12 eV. For the energy relative to the best compared isomer or geometry (same formula, charge and spin), the calculation gives 131.6 kJ/mol. Its highest occupied orbital energy is -7.81 eV. The value obtained for the total energy is -98805.3397 eV.